# 1
ORCA calculation (ωB97M-V/def2-TZVPD) on a 9-piece molecular cluster, C24H69N3O9 overall at a distorted geometry.

Last column: Mulliken charge in e.
Atoms and positions in Å:
1 C 1.63645 -4.63169 1.97946  -0.6117
2 O 1.08866 -4.00733 0.80412  -0.1224
3 C 1.98980 -3.00941 0.31637  -0.8208
4 C 1.63580 -2.70182 -1.11203  2.1897
5 C 1.55282 -4.00690 -2.00804  -1.8332
6 N 2.55063 -1.61588 -1.48433  -0.1512
7 H 2.72584 -4.70828 1.96547  0.3370
8 H 1.26153 -5.70114 1.97819  0.2218
9 H 1.33987 -4.04154 2.87570  0.0897
10 H 1.96574 -2.08335 0.90768  0.2221
11 H 3.00647 -3.40844 0.36990  0.6197
12 H 0.59712 -2.30169 -1.15806  -1.3711
13 H 1.41553 -3.75313 -3.02834  0.3919
14 H 0.70665 -4.60935 -1.66367  0.3641
15 H 2.48542 -4.58914 -2.00355  0.4123
16 H 3.50850 -1.89132 -1.29801  0.3024
17 H 2.49986 -1.13259 -2.33945  0.0692
18 C -1.86017 -3.94998 -0.24266  -0.0245
19 O -3.07241 -3.97193 -0.95486  -0.5312
20 C -3.22543 -2.84111 -1.77202  -0.5278
21 C -3.82583 -1.63132 -0.90813  2.3916
22 C -4.90157 -2.14543 0.13257  -1.4589
23 N -4.52567 -0.69424 -1.84457  -0.8227
24 H -0.98169 -3.76067 -0.90399  -0.2590
25 H -1.66695 -4.92323 0.11527  0.5057
26 H -1.82485 -3.16463 0.58298  0.0353
27 H -2.25426 -2.47115 -2.10735  -0.1583
28 H -3.87809 -2.95478 -2.64596  0.4962
29 H -2.96800 -1.08823 -0.49205  -1.2903
30 H -5.76208 -2.44743 -0.49658  0.3657
31 H -5.18873 -1.28231 0.71802  0.3940
32 H -4.57790 -2.93094 0.87368  0.2276
33 H -4.39650 0.27157 -1.53727  0.3720
34 H -4.05582 -0.68568 -2.69525  0.2639
35 C -1.76483 -1.31108 -4.76006  -0.9972
36 O -1.27127 -0.55817 -3.66418  0.0350
37 C -0.50577 0.59554 -3.93538  -1.1172
38 C 1.00430 0.38023 -3.83861  2.9011
39 C 1.70288 1.77337 -3.69985  -1.1105
40 N 1.70075 -0.52030 -4.69705  -0.6117
41 H -2.06150 -2.26779 -4.33946  0.2129
42 H -1.04756 -1.53948 -5.51327  0.4668
43 H -2.67315 -0.86707 -5.16230  0.2767
44 H -0.72192 0.93976 -4.99337  0.4098
45 H -0.80523 1.25435 -3.14192  0.0986
46 H 1.09046 0.03823 -2.80026  -1.9497
47 H 2.76427 1.56035 -3.43850  0.3621
48 H 1.27280 2.30636 -2.80034  0.0507
49 H 1.54306 2.40678 -4.58532  0.4112
50 H 1.59291 -0.09386 -5.66133  0.3630
51 H 1.21355 -1.42228 -4.67202  0.2857
52 C 4.88371 0.88606 1.86102  -1.2340
53 C 4.19262 0.89056 0.52484  -0.0820
54 O 2.86812 0.60519 0.67098  -0.1873
55 H 4.70755 -0.08431 2.35019  0.1904
56 H 4.45508 1.60328 2.53431  0.2813
57 H 5.93233 1.01132 1.79526  0.4487
58 H 4.66788 0.14803 -0.15715  0.2903
59 H 4.39427 1.84988 -0.05626  0.1783
60 H 2.65576 0.03145 -0.05967  -0.2760
61 C -3.88098 1.57381 1.28334  -0.9643
62 C -3.20289 2.60366 0.42037  0.2377
63 O -3.23966 2.19864 -0.93868  -0.6460
64 H -4.88084 1.49642 1.00696  0.4404
65 H -3.80893 1.96821 2.29814  0.4021
66 H -3.44902 0.55902 1.23907  0.0228
67 H -2.17051 2.65071 0.71573  -0.1250
68 H -3.74918 3.56653 0.50097  0.3582
69 H -2.44582 1.73905 -1.17288  0.1226
70 C -1.14727 3.27937 3.78920  -0.8366
71 C -2.05652 4.38285 3.16784  -0.2098
72 O -1.20552 5.11960 2.23445  -0.4539
73 H -0.55331 2.87399 2.95193  -0.0432
74 H -1.66345 2.50253 4.35776  0.3433
75 H -0.48809 3.79101 4.39574  0.4645
76 H -2.46956 5.01537 3.90981  0.4649
77 H -2.86726 4.00793 2.60561  0.0364
78 H -1.65471 5.96601 2.08646  0.2546
79 C 1.15881 -1.42689 5.22111  -1.3607
80 C 2.10953 -1.06333 4.15095  0.7069
81 O 3.15921 -2.09357 3.91708  -0.5580
82 H 0.24971 -0.84469 5.20872  0.3531
83 H 1.60290 -1.26678 6.23485  0.3479
84 H 0.73432 -2.42746 5.07891  0.3711
85 H 2.63003 -0.12314 4.29982  0.2789
86 H 1.61568 -0.97160 3.16657  -0.4272
87 H 3.15443 -2.77882 4.60001  0.2969
88 C 1.99355 5.64576 0.23946  -1.1880
89 C 2.06887 4.16719 0.06080  -0.0231
90 O 0.87482 3.72900 -0.44786  -0.3421
91 H 2.87290 6.01183 0.80536  0.3843
92 H 1.10740 5.87829 0.91196  0.2424
93 H 1.88884 6.22736 -0.69827  0.2700
94 H 2.38241 3.66425 0.96616  0.1676
95 H 2.88025 3.96566 -0.64859  0.2648
96 H 0.16100 4.20504 0.07813  0.1012
97 C -0.40067 0.05503 1.25909  -0.5739
98 C -0.16159 0.20028 -0.26460  2.7439
99 O -0.58519 1.46086 -0.76443  -0.2251
100 H -0.64094 -0.93701 1.66720  0.2978
101 H -1.24779 0.73455 1.43800  -0.3276
102 H 0.44124 0.34228 1.85761  0.1330
103 H -0.84309 -0.50590 -0.77069  -0.9131
104 H 0.80756 0.00540 -0.58388  -1.1304
105 H 0.12758 2.09983 -0.51891  0.2545

Forces on atoms 1 to 2 (eV/Å):
C -1.110 -0.748 -0.108
O 1.221 0.044 0.608

- Calculated total energy: -1797.0543 hartree
- ΔE to the lowest compared entry with this formula, charge and spin: 64.9 kcal/mol
- Highest occupied orbital energy: -8.80 eV
- Gap between HOMO and LUMO: 0.3453 Ha
- Molecular weight: 543.8 g/mol
- Net charge: 0
- SMILES: COC[C@H](C)N.COC[C@H](C)N.COC[C@H](C)N.CCO.CCO.CCO.CCO.CCO.CCO
- Multiplicity: 1

---

# 2
ORCA calculation (ωB97M-V/def2-TZVPD) on a 9-piece molecular cluster, C24H69N3O9 overall at a distorted geometry.

Last column: Mulliken charge in e.
Atoms and positions in Å:
1 C -10.89350 14.02954 -4.92146  -0.7631
2 O -10.82638 12.93906 -5.78933  -0.2497
3 C -12.11376 12.38902 -6.09332  -0.8107
4 C -12.06181 11.14829 -7.03561  0.6714
5 C -11.37989 11.45579 -8.33925  -1.3231
6 N -13.35835 10.49780 -7.29468  -0.7295
7 H -10.88545 13.64771 -3.90056  0.3233
8 H -11.82138 14.59268 -5.02155  0.3141
9 H -10.00020 14.65388 -4.90319  0.2294
10 H -12.81074 12.14279 -5.29227  0.3143
11 H -12.59638 13.15880 -6.69549  0.3695
12 H -11.31824 10.55387 -6.50469  0.1410
13 H -11.23964 10.54419 -8.92013  0.4103
14 H -10.32045 11.66968 -8.19810  0.2902
15 H -11.81298 12.32229 -8.83895  0.2734
16 H -13.74155 10.22295 -6.40153  0.2762
17 H -13.28951 9.63870 -7.82128  0.2635
18 C -8.71535 12.01847 -15.41421  -0.7496
19 O -7.85754 10.90373 -15.16942  -0.3089
20 C -8.00218 10.34779 -13.91801  -0.6256
21 C -7.21512 9.05123 -13.79415  0.1962
22 C -5.69548 9.33643 -13.68735  -1.2988
23 N -7.45120 8.06392 -14.87532  -0.7123
24 H -8.39895 12.76672 -14.68750  0.2963
25 H -9.78704 11.82231 -15.44718  0.2952
26 H -8.46379 12.31561 -16.43230  0.2454
27 H -7.52239 10.94954 -13.14613  0.3135
28 H -9.02535 10.24779 -13.55578  0.4099
29 H -7.47943 8.58710 -12.84398  0.3691
30 H -5.06190 8.46547 -13.51970  0.3626
31 H -5.53044 10.14767 -12.97830  0.3529
32 H -5.31449 9.66631 -14.65385  0.2749
33 H -8.42974 7.81798 -14.92080  0.2536
34 H -7.15012 8.61082 -15.66927  0.3266
35 C -0.65620 5.98619 -9.47347  -0.7472
36 O 0.08257 4.93152 -8.76880  -0.3397
37 C 0.86931 4.15515 -9.63478  -0.5623
38 C 1.81213 3.24154 -8.84229  0.5695
39 C 3.04633 3.88775 -8.30517  -1.5166
40 N 2.35111 2.18457 -9.74819  -0.7484
41 H -0.02603 6.74675 -9.93448  0.3048
42 H -1.43780 6.42440 -8.85285  0.2587
43 H -1.19674 5.54509 -10.31094  0.3105
44 H 0.15831 3.55877 -10.20653  0.3219
45 H 1.49173 4.79394 -10.26139  0.2899
46 H 1.32992 2.77158 -7.98513  0.2615
47 H 3.67917 3.29366 -7.64587  0.4093
48 H 2.78820 4.66558 -7.58652  0.3288
49 H 3.58230 4.30454 -9.15788  0.3577
50 H 1.66789 1.47734 -9.97871  0.2377
51 H 3.00318 1.65321 -9.18912  0.2637
52 C -6.07255 17.89966 -10.66219  -0.9578
53 C -5.32013 16.71459 -11.37630  -0.1972
54 O -5.97999 16.13626 -12.48635  -0.4986
55 H -6.16010 18.65808 -11.44016  0.2808
56 H -5.45059 18.42889 -9.94026  0.3355
57 H -7.10228 17.74812 -10.33847  0.2769
58 H -5.19449 15.98200 -10.57904  0.2042
59 H -4.34906 17.12283 -11.65638  0.2582
60 H -5.75165 16.65443 -13.26156  0.2975
61 C 2.22106 15.61400 -5.01331  -0.9371
62 C 2.56017 14.14489 -5.35766  -0.2172
63 O 3.70026 14.20140 -6.14458  -0.5063
64 H 1.92216 16.18975 -5.88925  0.2707
65 H 3.11827 16.02173 -4.54762  0.2672
66 H 1.42785 15.62925 -4.26586  0.2918
67 H 1.75360 13.64450 -5.89353  0.2381
68 H 2.76955 13.48322 -4.51715  0.2952
69 H 4.14608 13.35696 -6.04574  0.2974
70 C -1.87652 14.03694 -1.12476  -0.9448
71 C -2.80911 13.51082 -0.05526  -0.2448
72 O -2.68354 14.17223 1.13929  -0.5078
73 H -2.25152 13.69441 -2.08919  0.2873
74 H -0.86921 13.67528 -0.91826  0.2651
75 H -1.82479 15.12395 -1.18669  0.2963
76 H -2.85347 12.42725 0.05437  0.2788
77 H -3.81515 13.76498 -0.38902  0.2496
78 H -3.56617 14.13326 1.51486  0.3208
79 C -8.34959 6.45198 -6.45106  -0.9106
80 C -8.67701 5.78515 -5.19071  -0.1398
81 O -9.85886 6.45852 -4.62455  -0.5160
82 H -7.63085 7.23387 -6.20578  0.1996
83 H -9.22771 6.89446 -6.92138  0.2702
84 H -7.85842 5.81152 -7.18363  0.3131
85 H -7.77341 5.77913 -4.58115  0.2719
86 H -8.83651 4.73367 -5.42959  0.2170
87 H -9.70477 6.53832 -3.68036  0.2952
88 C -4.05502 12.40828 -7.15063  -1.0427
89 C -5.52824 12.24587 -7.02210  -0.1008
90 O -6.14583 13.43126 -6.41916  -0.4961
91 H -3.84709 13.34696 -7.66419  0.2728
92 H -3.50875 11.65199 -7.71429  0.3476
93 H -3.63575 12.44981 -6.14535  0.2220
94 H -5.83051 11.41452 -6.38524  0.2592
95 H -5.95361 12.10086 -8.01514  0.2664
96 H -7.07793 13.20652 -6.46702  0.2700
97 C -7.27115 19.35502 -5.09764  -0.8567
98 C -6.28049 18.79005 -3.99247  -0.2722
99 O -5.33110 17.95069 -4.66383  -0.5122
100 H -6.55931 19.95184 -5.66790  0.2406
101 H -7.95884 20.07093 -4.64747  0.3143
102 H -7.70694 18.62368 -5.77832  0.2797
103 H -6.69863 18.15868 -3.20850  0.2690
104 H -5.86315 19.67043 -3.50372  0.2445
105 H -5.58533 17.02502 -4.65230  0.2929

Forces on atoms 1 to 2 (eV/Å):
C -0.227 -0.320 1.549
O -0.217 -1.271 -0.535

- Calculated total energy: -1796.9781 hartree
- ΔE to the lowest compared entry with this formula, charge and spin: 112.7 kcal/mol
- Highest occupied orbital energy: -9.22 eV
- Gap between HOMO and LUMO: 0.3471 Ha
- Molecular weight: 543.8 g/mol
- Net charge: 0
- SMILES: COC[C@H](C)N.COC[C@H](C)N.COC[C@H](C)N.CCO.CCO.CCO.CCO.CCO.CCO
- Multiplicity: 1

---

# 3
ORCA calculation (ωB97M-V/def2-TZVPD) on C24H6F15GePbSSe3Te as an isolated structure.

Last column: Mulliken charge in e.
Atoms and positions in Å:
1 Pb 0.13570 -0.47650 0.05530  0.9982
2 C -2.07240 1.01810 1.99400  -0.4482
3 C -2.36920 1.79660 0.87950  -0.3712
4 C -1.38520 2.57820 0.29240  -0.3667
5 C -0.09100 2.57270 0.80680  -0.4411
6 C 0.20920 1.80350 1.93770  -0.5338
7 C -0.79060 1.03150 2.53550  -0.3941
8 H -2.84710 0.43830 2.47010  0.4343
9 H -3.37470 1.81030 0.48990  0.4240
10 H -1.62600 3.21120 -0.54810  0.4406
11 H 0.66480 3.21940 0.38430  0.4525
12 H 1.18440 1.86960 2.39870  0.4346
13 H -0.57580 0.48440 3.44040  0.4582
14 Se 1.35120 -1.17300 -2.62590  0.0391
15 Se 0.11390 -3.04240 -3.50660  0.1103
16 Te -0.32600 -1.66640 -5.62870  0.0463
17 Se 0.20980 0.33100 -4.10150  -0.2085
18 F 5.57660 -3.19900 3.36730  -0.2607
19 C 4.51190 -3.85440 3.83670  0.3957
20 C 3.40930 -3.97780 3.01470  -0.1666
21 C 2.31690 -4.69070 3.47800  0.3957
22 F 1.28030 -4.81990 2.62860  -0.2864
23 C 2.28200 -5.24100 4.75040  -0.0100
24 F 1.20880 -5.89720 5.17860  -0.2808
25 C 3.39240 -5.07540 5.58270  0.5699
26 F 3.37080 -5.56800 6.81260  -0.2744
27 C 4.51940 -4.39270 5.12010  0.1058
28 F 5.57670 -4.24640 5.90910  -0.2765
29 Ge 3.20100 -3.12430 1.24590  0.3036
30 S 1.55170 -1.67010 1.67310  -0.2829
31 C 4.79710 -2.12050 0.62610  0.0836
32 C 5.49400 -2.41220 -0.53050  0.3534
33 F 5.02520 -3.38330 -1.33010  -0.2622
34 C 6.64220 -1.71110 -0.88210  0.1414
35 F 7.29830 -2.01770 -1.99590  -0.2787
36 C 7.08970 -0.67620 -0.05880  0.4952
37 F 8.18010 0.00290 -0.38230  -0.2720
38 C 6.38160 -0.34860 1.10000  0.1410
39 F 6.78310 0.65290 1.87300  -0.2776
40 C 5.24630 -1.08030 1.42100  0.3205
41 F 4.52980 -0.79600 2.51530  -0.3816
42 C 2.87400 -4.64970 0.00540  0.0271
43 C 3.77960 -5.69830 0.03310  0.6085
44 F 4.80400 -5.58950 0.88880  -0.3603
45 C 3.64650 -6.80400 -0.80040  0.1933
46 F 4.50710 -7.81050 -0.74720  -0.2805
47 C 2.58420 -6.84770 -1.71020  0.5489
48 F 2.46530 -7.85840 -2.55690  -0.2753
49 C 1.65850 -5.80820 -1.73780  0.0703
50 F 0.63730 -5.81050 -2.60370  -0.3494
51 C 1.81830 -4.73750 -0.87120  -0.0457
52 F 0.92720 -3.72030 -0.90930  -0.2070

Forces on atoms 1 to 2 (eV/Å):
Pb -0.586 -0.021 -0.267
C 0.099 0.048 0.016

- Calculated total energy: -12556.1613 hartree
- Highest occupied orbital energy: -10.77 eV
- Gap between HOMO and LUMO: 0.2113 Ha
- Molecular weight: 1255.6 g/mol
- Net charge: +1
- Multiplicity: 1

---

Question: What is the formula in the second record?
Answer: C24H69N3O9